No. 1
18
Properties=species:S:1:pos:R:3:forces:R:3:mulliken_charge:R:1 method="wB97M-V/def2-TZVPD" homo_lumo_gap_ha=0.310 relative_energy_kcal_mol=24.4 e_lumo_ev=3.935 homo_ev=-4.50 charge=-1 e_tot_ha=-438.94634
C 1.69932 -0.07884 0.11091 0.5 -0.3 0.1 -0.509
N 0.87921 0.60873 1.08639 -0.1 -0.2 0.2 -0.409
C -0.97449 1.93278 0.07614 -0.1 -0.2 -0.1 -1.368
C -0.56674 0.66661 0.84748 -0.4 0.2 -0.5 0.367
C -1.19960 -0.55265 0.07513 0.1 0.4 0.3 0.371
O -2.09861 -1.14970 0.68671 -0.1 -0.2 0.1 -0.752
O -0.79006 -0.74526 -1.09445 0.0 -0.1 -0.1 -0.775
H 2.75188 -0.01532 0.41161 -0.1 0.1 0.2 0.375
H 1.63539 0.29864 -0.90727 -0.2 0.0 -0.3 0.291
H 1.45772 -1.14581 0.10027 -0.1 0.3 -0.1 -0.063
H 1.19279 1.56537 1.17273 0.2 0.0 0.0 0.234
H -0.85552 1.81670 -1.00312 0.4 -0.1 0.1 0.275
H -2.03776 2.08988 0.22243 -0.3 0.2 0.1 0.371
H -0.43687 2.82435 0.42069 0.0 0.0 0.0 0.381
H -1.07196 0.69159 1.81231 0.1 0.0 0.1 0.189
H -0.56024 -2.71138 -1.52861 0.0 0.1 -0.3 0.399
H 0.74120 -2.81844 -0.90428 0.2 -0.2 -0.2 0.309
O 0.23434 -3.27725 -1.58507 -0.2 0.0 0.3 -0.687

=====

No. 2
18
Properties=species:S:1:pos:R:3:forces:R:3:mulliken_charge:R:1 method="wB97M-V/def2-TZVPD" homo_lumo_gap_ha=0.299 relative_energy_kcal_mol=25.2 e_lumo_ev=3.861 homo_ev=-4.27 charge=-1 e_tot_ha=-438.94507
C 1.24173 -0.53126 2.22683 1.5 1.7 -1.6 -1.239
C 0.11130 -0.14195 1.23717 -0.9 -0.4 1.5 -0.317
N 0.62300 0.04868 -0.08395 0.1 -0.7 -0.3 -0.405
C 0.19253 -0.90940 -1.11592 1.5 0.7 0.0 -0.770
C -1.17683 -0.72406 -1.80818 -0.4 -0.5 0.6 0.679
O -1.87370 0.28516 -1.48886 0.5 0.0 -0.1 -0.766
O -1.51746 -1.66117 -2.54188 0.1 0.0 -0.3 -0.748
H 1.11967 -0.81057 3.26828 -0.7 -0.6 -0.2 0.375
H 1.87494 0.37405 2.28763 -0.2 0.0 0.1 0.274
H 1.90210 -1.12938 1.58875 -0.1 -0.8 0.8 0.291
H -0.63946 -0.93787 1.25085 -0.1 -0.1 -0.2 0.349
H -0.41648 0.73354 1.62853 0.1 0.1 -0.2 0.360
H 0.50530 0.97809 -0.44253 -0.1 0.4 0.2 0.325
H 0.29943 -1.94136 -0.78469 -0.3 0.0 0.4 0.334
H 1.03817 -0.84191 -1.81491 -0.6 -0.1 -0.7 0.339
H -1.18840 1.59186 -0.99093 -0.5 0.7 -0.2 0.410
H -1.16941 3.05111 -1.60680 0.0 -0.3 0.2 0.259
O -0.92641 2.56644 -0.80940 0.2 -0.1 0.0 -0.748

=====

No. 3
18
Properties=species:S:1:pos:R:3:forces:R:3:mulliken_charge:R:1 method="wB97M-V/def2-TZVPD" homo_lumo_gap_ha=0.302 relative_energy_kcal_mol=35.2 e_lumo_ev=3.709 homo_ev=-4.50 charge=-1 e_tot_ha=-438.92920
C -1.86588 0.42097 -0.98425 -0.2 1.3 0.1 -1.140
N -0.64961 0.07995 -0.29344 0.6 -1.2 -0.9 0.121
C -0.64262 -1.32986 0.09782 -1.5 -0.4 1.1 -1.132
C 0.54022 0.41851 -1.11730 -0.2 0.3 1.7 -0.606
C 1.83323 0.04586 -0.29979 -0.1 0.4 -1.0 0.402
O 2.56617 -0.79131 -0.85634 0.2 -0.3 0.1 -0.722
O 2.00399 0.65756 0.77013 0.0 0.1 0.3 -0.738
H -2.09320 -0.10744 -1.92533 0.2 -0.3 0.1 0.409
H -1.77282 1.48681 -1.23265 -0.1 -0.1 -0.2 0.324
H -2.74591 0.37733 -0.33407 0.1 -0.3 0.1 0.368
H -1.54965 -1.83464 -0.27532 0.4 -0.1 -0.5 0.380
H -0.81767 -1.45576 1.18116 0.4 0.4 0.0 0.227
H 0.24195 -1.91483 -0.12764 0.2 0.3 -0.4 0.424
H 0.62566 -0.07011 -2.09254 -0.4 0.0 -0.1 0.248
H 0.44625 1.50724 -1.16663 0.5 0.0 -0.5 0.391
H 1.92887 1.14808 2.69741 0.6 0.2 -0.1 0.411
H 0.70847 0.46299 2.63454 -0.1 0.1 0.5 0.349
O 1.24255 0.89866 3.32425 -0.5 -0.3 -0.3 -0.715

=====

No. 4
18
Properties=species:S:1:pos:R:3:forces:R:3:mulliken_charge:R:1 method="wB97M-V/def2-TZVPD" homo_lumo_gap_ha=0.297 relative_energy_kcal_mol=35.3 e_lumo_ev=4.064 homo_ev=-4.02 charge=-1 e_tot_ha=-438.92897
C 0.11455 0.75182 -1.94386 -0.1 -0.3 0.5 -0.238
N 0.07835 -0.19110 -1.01907 0.1 -0.8 0.1 -0.648
C -1.10470 -1.24570 0.89931 0.6 -0.5 -0.4 -1.638
C -0.88199 -0.01401 0.05612 -0.8 1.6 -0.4 0.914
C -0.53304 1.22335 0.91696 1.4 0.0 0.5 -0.754
O 0.90009 1.35466 1.09658 -0.1 0.3 -0.9 -0.577
O -0.46429 1.86107 -1.97266 0.0 -0.1 -0.2 -0.670
H 0.77486 0.43712 -2.77290 0.1 0.3 -0.2 0.366
H 1.25467 1.37452 0.18176 -0.2 -0.2 0.7 0.319
H -0.13998 -1.51731 1.34102 -0.3 0.0 0.4 0.336
H -1.40409 -2.09892 0.28974 0.0 0.0 -0.2 0.354
H -1.90128 -1.09685 1.62586 0.2 0.1 0.3 0.402
H -1.83908 0.28841 -0.41052 0.0 -0.2 0.1 0.202
H -0.83785 1.16503 1.96191 -0.7 -0.2 0.0 0.382
H -0.91302 2.13588 0.46101 -0.1 -0.1 -0.1 0.279
H 3.05863 -1.21929 -0.31687 -0.8 -0.3 0.2 0.281
H 1.51117 -1.44941 -0.42963 0.3 0.5 0.0 0.408
O 2.32698 -1.75926 0.03524 0.5 -0.1 -0.3 -0.719